{"formula": "H3NOS", "method": "ωB97M-V/def2-TZVPD", "relative_energy_kj_mol": 570.2, "multiplicity": 3, "homo_energy_ev": [-6.05, -10.74], "total_energy_ev": -14413.7601, "charge": 0, "orbital_gap_ha": [0.2398, 0.2823], "e_lumo_ev": [0.47, -3.06], "symbols": ["N", "O", "S", "H", "H", "H"], "coordinates": [[-0.559, 0.455, -0.612], [-0.387, -0.486, 1.597], [0.583, 0.324, 0.675], [-0.755, 0.637, -1.510], [-0.709, -0.491, -0.138], [1.827, -0.439, -0.013]]}



{"formula": "H3NP2", "method": "ωB97M-V/def2-TZVPD", "relative_energy_kj_mol": 173.9, "homo_energy_ev": -8.74, "total_energy_ev": -20112.5614, "charge": 0, "orbital_gap_ha": 0.2913, "e_lumo_ev": -0.81, "symbols": ["N", "P", "P", "H", "H", "H"], "coordinates": [[0.817, -0.049, 0.420], [1.731, -1.115, -0.314], [-1.416, -0.550, -0.431], [2.974, -0.645, 0.235], [-1.718, 0.845, -0.355], [-2.125, -0.928, 0.670]]}



Repeat the first record exactly.
{"formula": "H3NOS", "method": "ωB97M-V/def2-TZVPD", "relative_energy_kj_mol": 570.2, "multiplicity": 3, "homo_energy_ev": [-6.05, -10.74], "total_energy_ev": -14413.7601, "charge": 0, "orbital_gap_ha": [0.2398, 0.2823], "e_lumo_ev": [0.47, -3.06], "symbols": ["N", "O", "S", "H", "H", "H"], "coordinates": [[-0.559, 0.455, -0.612], [-0.387, -0.486, 1.597], [0.583, 0.324, 0.675], [-0.755, 0.637, -1.510], [-0.709, -0.491, -0.138], [1.827, -0.439, -0.013]]}